# 1
{"formula": "C21H36FFeO21", "method": "wB97M-V/def2-TZVPD", "de_lowest_kj_mol": 0.00, "spin_multiplicity": 6, "e_homo_ev": [-10.03, -10.19], "e_tot_ev": -102465.5510, "homo_lumo_gap_ev": [10.3, 9.3], "symbols": ["Fe", "C", "C", "O", "O", "H", "H", "H", "C", "C", "O", "O", "H", "H", "H", "C", "C", "O", "O", "H", "H", "H", "C", "C", "O", "C", "O", "O", "F", "H", "H", "H", "C", "O", "C", "O", "O", "C", "H", "H", "H", "H", "H", "H", "C", "O", "C", "O", "O", "C", "H", "H", "H", "H", "H", "H", "C", "O", "C", "O", "O", "C", "H", "H", "H", "H", "H", "H", "C", "O", "C", "O", "O", "C", "H", "H", "H", "H", "H", "H"], "xyz": [[-1.60245, -1.66278, 1.67405], [-5.48245, -1.80634, 0.74167], [-4.01709, -1.78993, 0.97357], [-3.37294, -2.82292, 1.31815], [-3.34443, -0.70945, 1.00552], [-5.90408, -0.83667, 1.01289], [-6.01276, -2.61467, 1.22564], [-5.64326, -1.82725, -0.34297], [0.28326, -4.36510, 3.86173], [-0.41100, -3.37396, 3.01460], [-0.39918, -3.44150, 1.75500], [-1.14680, -2.45649, 3.50817], [-0.43111, -5.10548, 4.22149], [0.70348, -3.84270, 4.72228], [1.06153, -4.90269, 3.32962], [1.05973, -0.34775, -1.01428], [0.06905, -0.85874, -0.03943], [-0.04551, -0.47152, 1.18040], [-0.87758, -1.59574, -0.42904], [1.61950, -1.10044, -1.56147], [1.80126, 0.30633, -0.55699], [0.43825, 0.23221, -1.69728], [5.26923, 0.38198, 3.66443], [3.86203, 0.72854, 4.14639], [3.14366, 0.64986, 2.95069], [3.98243, 1.10651, 1.96227], [3.63911, 1.57328, 0.93636], [5.26638, 1.02455, 2.38849], [3.83258, 2.01812, 4.60149], [5.33332, -0.69392, 3.50583], [6.03327, 0.79056, 4.31439], [3.43086, 0.06897, 4.89348], [-1.32676, 6.82386, -3.22887], [-1.18904, 5.40635, -3.20010], [-1.17308, 4.86286, -1.98383], [-1.13144, 5.47450, -0.94690], [-1.21012, 3.54205, -2.10687], [-1.07530, 2.80009, -0.90189], [-0.39586, 7.28661, -2.89321], [-2.11030, 7.16794, -2.55650], [-1.52685, 7.09434, -4.25868], [-1.92768, 2.96811, -0.25253], [-0.11398, 2.94307, -0.40253], [-0.99900, 1.76055, -1.21834], [2.16990, 3.86049, -6.29902], [2.95952, 3.84574, -5.13010], [2.42477, 3.21554, -4.08360], [1.43593, 2.52133, -4.10620], [3.17601, 3.45061, -3.03105], [2.71549, 2.84794, -1.78923], [1.33685, 4.56256, -6.27455], [1.84704, 2.85881, -6.57608], [2.82262, 4.21558, -7.10146], [3.26139, 3.36044, -1.00450], [2.93480, 1.79660, -1.90776], [1.68961, 3.18094, -1.64265], [0.34065, 1.06759, 4.34707], [-0.80154, 1.88554, 4.05369], [-1.79105, 1.24929, 3.45178], [-1.75270, 0.07295, 3.15781], [-2.78834, 2.08322, 3.26124], [-4.01744, 1.59941, 2.75846], [1.07901, 1.75833, 4.74098], [0.69267, 0.52356, 3.47589], [0.05630, 0.35042, 5.12015], [-4.06517, 1.71587, 1.67799], [-4.81946, 2.17310, 3.21981], [-4.20088, 0.55235, 2.99429], [-0.35219, -3.93682, -2.58154], [-0.38196, -5.16471, -1.89771], [-0.25134, -6.28821, -2.59367], [-0.12441, -6.36659, -3.78829], [-0.27522, -7.30422, -1.73683], [-0.53341, -8.58714, -2.31950], [0.39886, -3.28220, -2.14801], [-1.32746, -3.45761, -2.57748], [-0.06202, -4.02966, -3.63374], [-0.37410, -9.29652, -1.51484], [0.16638, -8.80046, -3.12705], [-1.54796, -8.61926, -2.71118]]}


# 2
{"formula": "C7H14O2", "method": "wB97M-V/def2-TZVPD", "de_lowest_kj_mol": 269.72, "e_homo_ev": -7.75, "e_tot_ev": -11578.5131, "homo_lumo_gap_ev": 8.5, "symbols": ["C", "C", "C", "C", "C", "C", "C", "O", "O", "H", "H", "H", "H", "H", "H", "H", "H", "H", "H", "H", "H", "H", "H"], "xyz": [[-1.12349, 0.16561, -0.36262], [1.15702, -0.54126, 0.51337], [-1.90344, 0.38962, 0.92554], [0.77341, -1.87831, 1.07753], [0.63532, 1.95249, 0.20061], [0.36958, 0.50720, -0.16788], [1.17250, 0.00938, -1.31034], [-1.38646, -1.16440, -0.76487], [0.54011, -0.42721, -2.48704], [-0.76826, -1.41556, -1.46665], [-0.24029, 0.09451, -2.64303], [-1.52554, 0.86245, -1.12840], [2.16190, -0.23866, 0.78007], [2.24075, 0.09542, -1.44083], [-2.92622, 0.05998, 0.77452], [-1.46510, -0.19581, 1.72927], [-1.90744, 1.43956, 1.20095], [0.70260, -1.80765, 2.16403], [1.54368, -2.62381, 0.84560], [-0.18175, -2.23062, 0.69727], [0.31039, 2.17660, 1.21463], [1.70169, 2.15011, 0.13536], [0.11907, 2.62036, -0.48709]]}


# 3
{"formula": "C37H41F5N6O3STi", "method": "wB97M-V/def2-TZVPD", "charge": -1, "spin_multiplicity": 2, "e_homo_ev": [-1.70, -3.33], "e_tot_ev": -101631.4653, "homo_lumo_gap_ev": [3.8, 5.4], "symbols": ["Ti", "C", "C", "C", "N", "C", "C", "C", "C", "C", "C", "C", "N", "C", "C", "C", "N", "C", "C", "C", "C", "C", "C", "C", "N", "C", "C", "H", "H", "H", "H", "H", "H", "H", "H", "H", "H", "H", "H", "H", "H", "H", "H", "H", "H", "H", "H", "H", "H", "H", "H", "H", "H", "N", "C", "C", "N", "H", "H", "H", "H", "H", "H", "H", "H", "H", "O", "C", "O", "C", "C", "C", "C", "S", "C", "C", "H", "H", "H", "H", "H", "F", "C", "C", "F", "C", "F", "C", "O", "C", "F", "C", "F", "H"], "xyz": [[-0.13747, -0.16311, 0.44524], [-3.04367, -2.25651, -0.39096], [-3.75197, -1.38061, 0.64464], [-3.55007, 0.12969, 0.53704], [-2.15587, 0.55169, 0.46494], [-1.94457, 1.76939, 0.04414], [-3.02997, 2.80139, -0.11386], [-3.21267, 3.58709, -1.18156], [-2.43127, 3.53519, -2.39066], [-1.12117, 3.26319, -2.44946], [-0.25617, 3.00589, -1.32206], [-0.53737, 2.34719, -0.18226], [0.19993, 2.05679, 0.89804], [1.61033, 2.24429, 0.99164], [1.97713, 1.26619, 2.12164], [0.79103, 1.08169, 3.09954], [-0.41877, 0.52769, 2.36404], [-1.19737, 0.03649, 3.29274], [-1.82087, 0.86609, 4.35064], [-2.44597, 0.50919, 5.47354], [-2.63127, -0.80971, 6.00684], [-2.42457, -1.97591, 5.39234], [-1.94927, -2.22931, 4.05734], [-1.38297, -1.42121, 3.14754], [-0.81737, -1.62221, 1.93934], [-1.10497, -2.86071, 1.22464], [-1.53797, -2.50611, -0.21136], [-3.22077, -1.85561, -1.39656], [-3.53537, -3.23861, -0.37026], [-3.54467, -1.72641, 1.65734], [-4.83077, -1.55461, 0.52414], [-4.03287, 0.59269, 1.40654], [-4.09577, 0.45229, -0.35946], [-3.68277, 2.86279, 0.74714], [-4.04097, 4.28629, -1.17226], [-2.96627, 3.74889, -3.30956], [-0.61997, 3.26289, -3.41146], [0.76273, 3.36469, -1.43316], [1.87473, 3.26569, 1.28904], [2.18743, 1.99629, 0.09474], [2.86623, 1.62179, 2.65414], [2.22763, 0.28939, 1.68714], [0.54923, 2.04739, 3.56354], [1.11283, 0.38889, 3.88914], [-1.74937, 1.91999, 4.09544], [-2.84227, 1.31139, 6.08904], [-2.98637, -0.83681, 7.03334], [-2.61697, -2.88541, 5.95604], [-1.98207, -3.28261, 3.79134], [-1.86087, -3.52021, 1.66324], [-0.18677, -3.45941, 1.16084], [-1.27247, -3.34791, -0.86466], [-0.97097, -1.64691, -0.59146], [0.06543, -1.88261, -4.47566], [-0.98607, -1.45941, -3.51626], [-0.34927, -1.05211, -2.17846], [-1.30967, -0.62201, -1.17616], [-0.34647, -2.15841, -5.37686], [0.59903, -2.68901, -4.12336], [0.73493, -1.12401, -4.66456], [-1.66647, -2.30821, -3.39736], [-1.52027, -0.62431, -3.97966], [0.36663, -0.23921, -2.34566], [0.22293, -1.89441, -1.77316], [-1.97827, -1.38301, -0.91536], [-1.83817, 0.23029, -1.47326], [5.99223, 5.38409, -3.44406], [5.06573, 4.63469, -4.08236], [4.97813, 4.64969, -5.30076], [4.17873, 3.79889, -3.21396], [4.19803, 3.81919, -1.81096], [3.32783, 3.00159, -1.08076], [2.43123, 2.16919, -1.74326], [1.36783, 1.18389, -0.83596], [2.39503, 2.14179, -3.13346], [3.26683, 2.95349, -3.86576], [6.02773, 5.27599, -2.48136], [4.85513, 4.45169, -1.23056], [3.35133, 3.02289, 0.00664], [1.69303, 1.49589, -3.65506], [3.22233, 2.91969, -4.95166], [3.88023, -6.40071, 0.87144], [3.15453, -5.27401, 0.79454], [2.24653, -4.96311, 1.78654], [2.09143, -5.79321, 2.83084], [1.49293, -3.79031, 1.70384], [0.62613, -3.55011, 2.70704], [1.60513, -2.86851, 0.63014], [0.91393, -1.79541, 0.55674], [2.55483, -3.24701, -0.35476], [2.75923, -2.45871, -1.42826], [3.31113, -4.41841, -0.27736], [4.19363, -4.71761, -1.24446], [0.60783, -0.82971, -1.00386]]}